This record from the OMol25 dataset describes an isolated molecule of C25H33N3O5S. The level of theory is wB97M-V/def2-TZVPD.

## Properties
Total charge = 0
SMILES = COc1ccc(S(=O)(=O)N2CCOCC2)cc1NC(=O)CN1CCC(Cc2ccccc2)CC1

CARTESIAN COORDINATES (ANGSTROEM)
C  -2.31  1.78  -4.33
O  -1.47  1.48  -3.25
C  -0.43  0.62  -3.44
C  -0.12  0.01  -4.65
C  0.96  -0.85  -4.74
C  1.71  -1.13  -3.62
S  3.11  -2.23  -3.75
O  2.91  -3.10  -4.88
O  3.36  -2.83  -2.47
N  4.30  -1.12  -4.18
C  4.90  -0.42  -3.06
C  6.01  -1.26  -2.42
O  6.97  -1.65  -3.38
C  6.37  -2.41  -4.41
C  5.29  -1.60  -5.13
C  1.41  -0.55  -2.40
C  0.35  0.34  -2.30
N  0.00  0.98  -1.12
C  0.74  1.11  0.02
O  1.87  0.70  0.17
C  0.00  1.90  1.09
N  -1.44  1.74  0.96
C  -1.91  0.43  1.39
C  -1.94  0.26  2.91
C  -2.78  1.37  3.56
C  -2.76  1.26  5.09
C  -3.39  -0.03  5.56
C  -4.78  -0.16  5.57
C  -5.36  -1.35  5.96
C  -4.58  -2.42  6.35
C  -3.20  -2.30  6.34
C  -2.61  -1.11  5.95
C  -2.24  2.73  3.11
C  -2.22  2.80  1.58
H  -3.07  2.46  -3.94
H  -1.77  2.27  -5.15
H  -2.81  0.88  -4.71
H  -0.70  0.21  -5.54
H  1.22  -1.33  -5.67
H  4.12  -0.20  -2.33
H  5.31  0.52  -3.45
H  6.56  -0.67  -1.68
H  5.56  -2.14  -1.95
H  7.17  -2.69  -5.10
H  5.91  -3.32  -3.99
H  4.77  -2.22  -5.86
H  5.73  -0.73  -5.62
H  1.99  -0.80  -1.52
H  -0.91  1.43  -1.09
H  0.41  1.59  2.07
H  0.25  2.95  0.95
H  -2.92  0.31  0.99
H  -1.27  -0.33  0.94
H  -0.92  0.29  3.31
H  -2.36  -0.72  3.16
H  -3.81  1.27  3.21
H  -3.32  2.10  5.51
H  -1.73  1.32  5.45
H  -5.40  0.67  5.27
H  -6.44  -1.44  5.97
H  -5.03  -3.35  6.66
H  -2.58  -3.13  6.65
H  -1.54  -1.01  5.95
H  -1.23  2.87  3.50
H  -2.87  3.53  3.50
H  -3.24  2.70  1.20
H  -1.83  3.76  1.24

This record from the OMol25 dataset describes an isolated molecule of C25H33N5OS. The level of theory is wB97M-V/def2-TZVPD.

## Properties
Total charge = 0
SMILES = CCN(CC)CCCNC(=S)N(Cc1cccnc1)Cc1cc2cccc(C)c2[nH]c1=O

CARTESIAN COORDINATES (ANGSTROEM)
C  -6.30  -2.06  0.62
C  -4.89  -2.58  0.88
N  -3.88  -1.68  0.37
C  -2.60  -1.83  1.05
C  -2.56  -1.02  2.34
C  -3.81  -1.62  -1.08
C  -4.39  -0.29  -1.61
C  -3.85  0.91  -0.86
N  -2.44  1.14  -1.14
C  -1.75  2.02  -0.41
S  -2.47  2.91  0.80
N  -0.43  2.23  -0.72
C  0.44  2.90  0.21
C  1.30  1.96  0.99
C  2.62  2.27  1.32
C  3.38  1.34  2.02
C  2.81  0.13  2.34
N  1.55  -0.18  2.05
C  0.82  0.72  1.41
C  0.19  1.77  -1.96
C  1.17  0.67  -1.68
C  2.50  0.87  -1.59
C  3.39  -0.13  -1.10
C  4.76  0.10  -0.93
C  5.55  -0.87  -0.36
C  4.99  -2.07  0.06
C  3.64  -2.34  -0.09
C  3.04  -3.62  0.40
C  2.84  -1.36  -0.69
N  1.50  -1.56  -0.90
C  0.61  -0.65  -1.39
O  -0.56  -0.96  -1.56
H  -6.39  -1.04  0.98
H  -7.03  -2.68  1.15
H  -6.55  -2.08  -0.44
H  -4.75  -2.67  1.96
H  -4.79  -3.59  0.45
H  -1.82  -1.46  0.39
H  -2.38  -2.88  1.27
H  -1.58  -1.12  2.81
H  -3.31  -1.36  3.05
H  -2.74  0.03  2.14
H  -2.77  -1.71  -1.41
H  -4.37  -2.45  -1.53
H  -5.47  -0.29  -1.50
H  -4.15  -0.21  -2.68
H  -4.40  1.82  -1.13
H  -3.99  0.75  0.22
H  -1.94  0.35  -1.53
H  -0.21  3.46  0.90
H  1.06  3.63  -0.33
H  3.04  3.22  1.04
H  4.40  1.56  2.29
H  3.37  -0.64  2.85
H  -0.20  0.43  1.22
H  0.71  2.63  -2.40
H  -0.59  1.44  -2.65
H  2.92  1.84  -1.84
H  5.18  1.04  -1.25
H  6.61  -0.70  -0.23
H  5.62  -2.81  0.53
H  3.80  -4.24  0.86
H  2.27  -3.42  1.14
H  2.60  -4.18  -0.43
H  1.10  -2.45  -0.62

Orbital gap for the records above, in order: 0.3260 0.2757 hartree
Energy above the lowest of the compared OMol25 structures with the same formula, charge and spin for the records above, in order: 57.6 0.0 kcal/mol
HOMO level for the records above, in order: -8.367 -7.669 eV